Density functional theory data (ωB97M-V/def2-TZVPD) for the ion C6H13N2O4S with charge +1 in a non-equilibrium geometry.

The value obtained for the relative energy (zero: lowest compared OMol25 entry of this formula, charge and spin) is 80.6 kcal per mole. The calculation puts the total energy at -1044.64751 Ha. For the LUMO energy (alpha / beta), the calculation gives -3.5 / -4.2 eV.

The geometry in ORCA input format:
```
! RIJCOSX wB97M-V def2-TZVPD def2/J DEFGRID3
* xyz 1 1
C 0.719 -0.944 -0.603
C 0.559 -0.007 0.604
C -1.907 -0.821 0.517
C -2.433 1.088 -1.399
C 2.238 -1.457 -0.755
C 0.854 1.524 0.281
N -0.170 -1.227 -1.412
N -0.840 -0.118 1.169
O 1.412 -0.360 1.600
O -2.249 -1.973 1.030
O 3.153 -0.505 -0.368
O -0.235 2.247 0.809
S -3.199 -0.167 -0.405
H -3.239 1.413 -2.050
H -1.776 0.398 -1.959
H -1.802 1.904 -0.926
H 2.313 -1.847 -1.713
H 2.129 -2.361 0.033
H 0.892 1.567 -0.844
H 1.831 1.700 0.690
H -0.643 -0.706 1.906
H -1.063 0.841 1.365
H 2.439 -0.152 1.309
H -3.024 -2.280 0.537
H 4.083 -0.951 -0.384
H -0.040 3.193 0.968
*
```